C4H5N3 | ωB97M-V/def2-TZVPD

Calculated values
energy = -8696.6708 eV
energy above the lowest of the compared OMol25 structures with the same formula, charge and spin = 303.12 kJ/mol
maximum force = 1.233 eV/A
multiplicity = 1
E_LUMO = -0.010 hartree

Last columns: bonded neighbours and bond lengths (Å).
Geometry (Å):
1 N -0.03 -0.57 -1.00  C4 1.267, H12 1.019
2 N 3.13 -1.82 -1.65  C6 1.156
3 N -0.36 1.30 1.11  C5 1.427, C7 1.173
4 C 1.04 -0.89 -0.40  N1 1.267, C6 1.449, H10 1.091
5 C -1.67 0.87 0.74  N3 1.427, H8 1.091, H9 1.092, H11 1.088
6 C 2.21 -1.41 -1.08  N2 1.156, C4 1.449
7 C 0.70 1.59 1.52  N3 1.173
8 H -1.71 -0.22 0.68  C5 1.091
9 H -1.94 1.25 -0.25  C5 1.092
10 H 1.12 -0.75 0.68  C4 1.091
11 H -2.36 1.24 1.49  C5 1.088
12 H 0.02 -0.71 -2.01  N1 1.019

These are the Löwdin partial charges, in e, on atoms 1 to 8: atom 1 (N): 0.120, atom 2 (N): 0.159, atom 3 (N): -0.137, atom 4 (C): -0.234, atom 5 (C): -0.131, atom 6 (C): -0.181, atom 7 (C): 0.006, atom 8 (H): 0.070

---

C4H5N3 | ωB97M-V/def2-TZVPD

Calculated values
energy = -8698.4414 eV
energy above the lowest of the compared OMol25 structures with the same formula, charge and spin = 132.28 kJ/mol
SMILES string = N#C[C@H]1CN=CN1
maximum force = 1.295 eV/A
multiplicity = 1
E_LUMO = 0.027 hartree

Last columns: bonded neighbours and bond lengths (Å).
Geometry (Å):
1 N -1.77 -0.01 -0.13  C6 1.464, C7 1.275
2 N 2.73 -1.04 0.87  C5 1.157
3 N 0.14 1.08 0.32  C4 1.450, C7 1.373, H12 1.002
4 C 0.63 -0.10 -0.37  N3 1.450, C5 1.461, C6 1.559, H9 1.106
5 C 1.78 -0.69 0.32  N2 1.157, C4 1.461
6 C -0.68 -0.94 -0.41  N1 1.464, C4 1.559, H10 1.091, H11 1.096
7 C -1.23 1.05 0.33  N1 1.275, N3 1.373, H8 1.089
8 H -1.79 1.92 0.67  C7 1.089
9 H 0.98 0.15 -1.39  C4 1.106
10 H -0.80 -1.42 -1.39  C6 1.091
11 H -0.70 -1.73 0.35  C6 1.096
12 H 0.73 1.72 0.82  N3 1.002

These are the Löwdin partial charges, in e, on atoms 1 to 8: atom 1 (N): 0.033, atom 2 (N): 0.151, atom 3 (N): 0.035, atom 4 (C): -0.295, atom 5 (C): -0.174, atom 6 (C): -0.160, atom 7 (C): -0.226, atom 8 (H): 0.126

---

C4H5N3 | ωB97M-V/def2-TZVPD

Calculated values
energy = -8698.2184 eV
energy above the lowest of the compared OMol25 structures with the same formula, charge and spin = 153.80 kJ/mol
SMILES string = N#C[C@H]1CN=CN1
maximum force = 1.370 eV/A
multiplicity = 1
E_LUMO = 0.024 hartree

Last columns: bonded neighbours and bond lengths (Å).
Geometry (Å):
1 N 0.16 1.65 0.53  C4 1.463, C7 1.271
2 N 0.47 0.00 -1.01  C5 1.465, C7 1.394, H10 1.012
3 N 0.91 -2.76 0.35  C6 1.160
4 C -0.89 0.66 0.75  N1 1.463, C5 1.571, H8 1.090, H11 1.100
5 C -0.48 -0.61 -0.08  N2 1.465, C4 1.571, C6 1.494, H9 1.092
6 C 0.24 -1.81 0.43  N3 1.160, C5 1.494
7 C 0.89 1.18 -0.41  N1 1.271, N2 1.394, H12 1.086
8 H -1.04 0.50 1.81  C4 1.090
9 H -1.35 -1.03 -0.59  C5 1.092
10 H 1.20 -0.65 -1.31  N2 1.012
11 H -1.84 1.05 0.33  C4 1.100
12 H 1.79 1.66 -0.78  C7 1.086

These are the Löwdin partial charges, in e, on atoms 1 to 8: atom 1 (N): 0.041, atom 2 (N): 0.030, atom 3 (N): 0.142, atom 4 (C): -0.160, atom 5 (C): -0.275, atom 6 (C): -0.158, atom 7 (C): -0.223, atom 8 (H): 0.109

---

C4H5N3 | ωB97M-V/def2-TZVPD

Calculated values
energy = -8697.2891 eV
energy above the lowest of the compared OMol25 structures with the same formula, charge and spin = 243.46 kJ/mol
SMILES string = [H]/N=C/c1cn[nH]c1
maximum force = 7.293 eV/A
multiplicity = 1
E_LUMO = 0.035 hartree

Last columns: bonded neighbours and bond lengths (Å).
Geometry (Å):
1 N 1.51 1.37 0.19  N2 1.347, C6 1.278
2 N 0.88 1.24 1.37  N1 1.347, C7 1.327, H10 0.996
3 N -0.72 -1.31 -1.78  C5 1.219, H8 1.153
4 C -0.32 0.05 -0.04  C5 1.483, C6 1.501, C7 1.373
5 C -1.03 -1.11 -0.62  N3 1.219, C4 1.483, H9 1.139
6 C 0.83 0.74 -0.70  N1 1.278, C4 1.501, H12 1.127
7 C -0.07 0.32 1.29  N2 1.327, C4 1.373, H11 1.102
8 H -1.15 -2.27 -2.24  N3 1.153
9 H -1.86 -1.61 -0.01  C5 1.139
10 H 1.40 1.65 2.12  N2 0.996
11 H -0.67 0.12 2.19  C7 1.102
12 H 1.19 0.82 -1.77  C6 1.127

These are the Löwdin partial charges, in e, on atoms 1 to 8: atom 1 (N): 0.003, atom 2 (N): -0.024, atom 3 (N): 0.054, atom 4 (C): -0.185, atom 5 (C): -0.284, atom 6 (C): -0.116, atom 7 (C): -0.104, atom 8 (H): 0.129